51
Properties=species:S:1:pos:R:3:lowdin_charge:R:1 method="wB97M-V/def2-TZVPD" lumo_energy_ev=-0.88 gap_ev=6.2765 homo_energy_ha=-0.263 charge=0
O 1.74 -1.81 -6.36 -0.09
H 1.11 -2.52 -6.14 0.03
Hg 0.39 -1.49 -1.12 1.25
N 1.76 -0.51 0.11 -0.21
N 2.37 -0.75 -2.50 -0.18
O 1.48 -0.36 1.44 -0.20
O 2.59 -0.92 -3.71 -0.12
C 3.00 -0.18 -0.28 -0.27
C 3.33 -0.25 -1.68 -0.32
C 4.03 0.23 0.71 -0.02
C 4.62 0.18 -2.25 -0.06
H 3.68 -0.01 1.72 0.08
H 4.20 1.31 0.63 0.10
H 4.96 -0.32 0.49 0.10
H 4.48 0.98 -3.00 0.08
H 5.13 -0.65 -2.75 0.09
H 5.27 0.58 -1.47 0.06
H 0.58 0.23 1.51 0.04
H 1.61 -1.19 -5.61 0.00
O -0.60 1.20 -1.32 -0.10
H -0.12 1.71 -0.64 0.03
H -0.42 1.68 -2.15 0.06
C -0.86 -2.56 -2.15 -0.39
H -1.35 -1.98 -2.94 -0.01
H -0.27 -3.35 -2.62 -0.02
H -1.65 -3.04 -1.58 -0.05
O 1.97 -2.15 3.59 -0.09
H 1.71 -1.62 2.79 0.00
H 1.51 -2.99 3.49 0.03
C -0.44 3.58 2.56 -0.04
C 0.24 2.41 2.21 -0.07
N -0.40 1.30 1.79 0.08
C -1.74 1.29 1.71 -0.12
C -2.51 2.46 2.02 -0.14
C -1.82 3.61 2.46 0.01
C -3.93 2.40 1.89 -0.02
C -4.58 1.27 1.47 -0.02
C -3.87 0.08 1.13 -0.14
C -4.49 -1.10 0.68 0.00
C -3.72 -2.22 0.43 -0.04
C -2.34 -2.13 0.66 -0.16
N -1.71 -1.01 1.00 0.10
C -2.43 0.08 1.27 -0.14
H 0.14 4.43 2.91 0.11
H 1.33 2.34 2.26 0.13
H -2.39 4.50 2.72 0.12
H -4.50 3.30 2.16 0.12
H -5.66 1.25 1.38 0.12
H -5.58 -1.10 0.55 0.12
H -4.15 -3.15 0.06 0.11
H -1.70 -3.00 0.49 0.09

***

48
Properties=species:S:1:pos:R:3:lowdin_charge:R:1 method="wB97M-V/def2-TZVPD" lumo_energy_ev=0.55 gap_ev=8.6217 homo_energy_ha=-0.296 charge=0 smiles="NCCCC[C@H](NC(=O)[C@@H](N)Cc1c[nH]c2ccccc12)C(=O)O"
N 6.03 -2.26 -1.48 -0.03
C 5.34 -1.17 -0.82 -0.33
C 3.83 -1.34 -0.64 -0.22
C 3.17 -0.15 0.08 -0.21
C 1.66 -0.33 0.24 -0.16
C 0.97 0.81 0.99 -0.23
N 1.09 2.11 0.34 0.10
C 0.12 2.80 -0.36 -0.42
O 0.43 3.71 -1.10 0.07
C -1.35 2.41 -0.16 -0.31
N -2.25 3.53 -0.43 0.07
C -1.69 1.24 -1.10 -0.09
C -2.96 0.53 -0.70 -0.17
C -4.22 1.03 -0.67 -0.04
N -5.09 0.07 -0.20 0.08
C -4.39 -1.07 0.08 -0.22
C -4.83 -2.31 0.58 -0.02
C -3.87 -3.29 0.79 -0.11
C -2.52 -3.05 0.50 -0.11
C -2.09 -1.85 0.00 -0.03
C -3.04 -0.83 -0.21 -0.13
C 1.46 0.87 2.45 -0.48
O 1.72 -0.12 3.08 0.12
O 1.51 2.10 2.98 0.14
H 5.87 -3.16 -0.99 0.08
H 5.60 -2.38 -2.42 0.07
H 5.52 -0.23 -1.36 0.11
H 5.80 -1.05 0.18 0.11
H 3.36 -1.47 -1.64 0.12
H 3.62 -2.28 -0.08 0.12
H 3.64 -0.03 1.07 0.12
H 3.40 0.78 -0.48 0.11
H 1.47 -1.27 0.80 0.13
H 1.17 -0.43 -0.76 0.12
H -0.09 0.58 1.08 0.14
H 2.01 2.36 -0.01 0.15
H -1.50 2.10 0.85 0.13
H -2.19 4.20 0.34 0.09
H -1.86 4.02 -1.23 0.07
H -0.86 0.52 -1.19 0.10
H -1.78 1.66 -2.10 0.13
H -4.56 2.02 -0.91 0.11
H -6.06 0.23 -0.08 0.14
H -5.91 -2.51 0.82 0.12
H -4.16 -4.26 1.15 0.09
H -1.79 -3.88 0.66 0.11
H -1.03 -1.69 -0.24 0.10
H 1.31 2.72 2.28 0.09

***

49
Properties=species:S:1:pos:R:3:lowdin_charge:R:1 method="wB97M-V/def2-TZVPD" lumo_energy_ev=-0.20 gap_ev=8.0468 homo_energy_ha=-0.303 charge=0 smiles="O=C(c1ccc(N2CCCC2)c([N+](=O)[O-])c1)N1CCN(CCO)CC1"
O 1.17 2.18 -1.91 0.07
C 1.02 1.13 -1.30 -0.42
C -0.32 0.75 -0.75 -0.14
C -1.03 1.68 0.02 0.00
C -2.31 1.43 0.43 0.01
C -2.99 0.24 0.08 -0.14
N -4.31 0.12 0.32 -0.06
C -5.20 -0.81 -0.34 -0.15
C -6.58 -0.18 -0.22 -0.16
C -6.48 0.54 1.12 -0.16
C -5.06 1.11 1.07 -0.16
C -2.22 -0.73 -0.61 -0.08
N -2.63 -2.08 -0.76 -0.36
O -2.23 -2.70 -1.74 0.07
O -3.28 -2.58 0.14 0.06
C -0.93 -0.44 -1.06 0.05
N 2.03 0.24 -1.13 -0.05
C 2.07 -0.83 -0.16 -0.13
C 3.07 -0.49 0.95 -0.16
N 4.38 -0.27 0.37 -0.19
C 5.44 -0.13 1.37 -0.18
C 6.78 -0.56 0.76 -0.26
O 6.69 -1.85 0.22 -0.07
C 4.32 0.85 -0.55 -0.16
C 3.34 0.53 -1.67 -0.11
H -0.55 2.61 0.28 0.13
H -2.82 2.18 1.02 0.10
H -4.89 -0.96 -1.38 0.13
H -5.18 -1.79 0.16 0.11
H -7.38 -0.91 -0.25 0.11
H -6.74 0.55 -1.02 0.12
H -7.23 1.32 1.25 0.11
H -6.57 -0.18 1.93 0.12
H -4.63 1.23 2.07 0.13
H -5.06 2.07 0.56 0.13
H -0.42 -1.20 -1.64 0.13
H 1.08 -0.98 0.28 0.12
H 2.38 -1.75 -0.66 0.13
H 3.13 -1.34 1.64 0.13
H 2.72 0.39 1.50 0.13
H 5.21 -0.80 2.20 0.12
H 5.51 0.90 1.76 0.13
H 7.55 -0.59 1.53 0.12
H 7.09 0.16 -0.01 0.11
H 5.84 -1.89 -0.25 0.08
H 5.31 1.02 -0.98 0.12
H 4.01 1.77 -0.04 0.14
H 3.24 1.39 -2.35 0.12
H 3.68 -0.34 -2.23 0.13

***

46
Properties=species:S:1:pos:R:3:lowdin_charge:R:1 method="wB97M-V/def2-TZVPD" lumo_energy_ev=0.73 gap_ev=8.8828 homo_energy_ha=-0.299 charge=0 smiles="CCOC(=O)C(CCOc1cccc(CC)c1)C(=O)OCC"
C -3.70 -3.67 0.16 -0.06
C -3.44 -2.59 -0.87 -0.20
O -3.15 -1.33 -0.24 0.01
C -1.90 -1.12 0.15 -0.45
O -0.99 -1.90 0.02 0.13
C -1.78 0.25 0.82 -0.10
C -0.32 0.73 0.87 -0.09
C 0.31 0.94 -0.52 -0.18
O 1.65 1.34 -0.41 -0.04
C 2.62 0.42 -0.12 -0.25
C 2.41 -0.95 0.02 -0.02
C 3.49 -1.77 0.30 -0.08
C 4.77 -1.25 0.45 -0.06
C 4.98 0.12 0.31 -0.25
C 6.36 0.69 0.41 -0.22
C 7.05 0.68 -0.96 -0.10
C 3.90 0.94 0.02 0.03
C -2.71 1.21 0.11 -0.47
O -2.57 1.62 -1.01 0.14
O -3.72 1.55 0.91 0.01
C -4.74 2.39 0.36 -0.21
C -5.75 1.59 -0.45 -0.06
H -4.50 -3.38 0.83 0.08
H -3.98 -4.59 -0.34 0.08
H -2.80 -3.85 0.75 0.08
H -2.60 -2.86 -1.51 0.13
H -4.32 -2.40 -1.48 0.13
H -2.15 0.13 1.84 0.17
H 0.26 -0.02 1.41 0.12
H -0.27 1.66 1.42 0.13
H -0.20 1.75 -1.04 0.12
H 0.22 0.03 -1.12 0.13
H 1.43 -1.39 -0.08 0.09
H 3.33 -2.83 0.41 0.10
H 5.60 -1.91 0.67 0.11
H 6.96 0.10 1.11 0.11
H 6.31 1.71 0.79 0.11
H 6.48 1.28 -1.66 0.07
H 7.12 -0.33 -1.34 0.07
H 8.05 1.10 -0.88 0.07
H 4.04 2.00 -0.09 0.13
H -4.26 3.15 -0.27 0.12
H -5.21 2.87 1.23 0.12
H -5.25 1.13 -1.30 0.08
H -6.18 0.81 0.17 0.08
H -6.53 2.24 -0.81 0.08

***

49
Properties=species:S:1:pos:R:3:lowdin_charge:R:1 method="wB97M-V/def2-TZVPD" lumo_energy_ev=0.06 gap_ev=8.2425 homo_energy_ha=-0.301 charge=0 smiles="C=CC(=O)N(C)[C@H](C)C(=O)N[C@@H](Cc1ccc(C)cc1C)B(O)O"
C 3.02 1.79 -1.38 0.07
C 2.28 1.41 -0.37 -0.11
C 1.35 2.31 0.31 -0.47
O 0.89 3.24 -0.32 0.06
N 1.00 2.17 1.65 -0.05
C -0.11 2.97 2.15 -0.04
C 1.46 1.05 2.51 -0.25
C 2.98 1.09 2.65 -0.01
C 0.93 -0.23 1.93 -0.43
O 1.70 -1.05 1.45 0.07
N -0.46 -0.34 1.93 0.11
C -1.10 -1.58 1.43 -0.15
C -0.66 -2.04 0.02 -0.10
C -0.99 -1.08 -1.08 -0.16
C -0.70 0.25 -0.94 -0.02
C -0.88 1.16 -1.99 -0.02
C -1.37 0.72 -3.18 -0.29
C -1.55 1.61 -4.36 -0.06
C -1.75 -0.61 -3.30 -0.01
C -1.55 -1.54 -2.29 -0.21
C -1.75 -3.00 -2.54 -0.05
B -1.00 -2.81 2.47 -0.59
O -1.34 -2.66 3.78 0.17
O -0.55 -4.03 1.97 0.15
H 3.00 2.80 -1.68 0.06
H 3.68 1.11 -1.95 0.08
H 2.31 0.38 0.02 0.10
H 0.06 4.01 1.88 0.09
H -0.25 2.89 3.23 0.09
H -1.02 2.72 1.61 0.09
H 1.01 1.16 3.51 0.15
H 3.37 0.19 3.09 0.09
H 3.20 1.95 3.28 0.09
H 3.43 1.22 1.69 0.06
H -1.04 0.32 2.41 0.14
H -2.17 -1.39 1.47 0.15
H -1.09 -3.05 -0.12 0.11
H 0.42 -2.21 0.02 0.13
H -0.24 0.60 -0.04 0.08
H -0.56 2.16 -1.90 0.09
H -2.61 1.68 -4.60 0.08
H -1.15 2.61 -4.13 0.08
H -1.08 1.19 -5.26 0.09
H -2.11 -0.93 -4.24 0.11
H -2.55 -3.41 -1.90 0.09
H -0.80 -3.48 -2.30 0.09
H -1.99 -3.17 -3.58 0.07
H -1.31 -3.45 4.34 0.12
H -0.37 -4.69 2.66 0.11

***

58
Properties=species:S:1:pos:R:3:lowdin_charge:R:1 method="wB97M-V/def2-TZVPD" lumo_energy_ev="-4.58 / -4.04" gap_ev="6.1956 / 6.8630" homo_energy_ha="-0.396 / -0.401" charge=+1
Ba -1.17 1.07 0.71 1.94
P 0.17 1.63 -2.39 0.78
C -0.82 0.54 -3.40 -0.21
C -1.04 -0.80 -3.01 -0.34
N -0.77 -1.20 -1.71 0.10
C -0.79 -2.52 -1.48 -0.33
C -1.18 -3.49 -2.43 -0.01
C -1.55 -3.07 -3.72 -0.04
C -1.51 -1.72 -4.01 0.00
C -0.35 -2.93 -0.09 -0.26
P -1.65 -2.82 1.16 0.90
H -1.75 -1.32 -5.00 0.12
H -1.20 -4.55 -2.16 0.12
H -1.84 -3.79 -4.48 0.12
H 0.04 -3.96 -0.08 0.11
H 0.46 -2.27 0.27 0.07
H -5.24 2.59 -1.95 0.00
H -1.21 0.86 -4.39 0.09
H -3.87 -0.42 2.01 -0.03
O -5.51 2.12 -2.71 -0.04
H -5.27 1.19 -2.55 0.04
H 0.65 2.66 0.87 0.05
O -3.26 -0.49 1.27 -0.55
H -2.46 -1.52 1.32 -0.07
C -2.93 -4.06 0.80 -0.21
H -2.56 -5.08 1.01 0.06
H -3.80 -3.84 1.45 0.07
H -3.26 -3.99 -0.25 0.06
C -0.91 -3.14 2.74 -0.21
H -1.35 -2.45 3.46 0.06
H -1.12 -4.17 3.04 0.06
H 0.16 -2.97 2.69 0.06
C 1.85 0.88 -2.56 -0.27
H 2.18 0.91 -3.61 0.05
H 2.56 1.44 -1.95 0.05
H 1.86 -0.15 -2.20 0.03
C 0.34 3.05 -3.56 -0.28
H 0.61 3.94 -2.99 0.04
H 1.12 2.86 -4.32 0.05
H -0.62 3.24 -4.06 0.05
O 5.09 4.27 4.21 0.06
N 5.12 3.14 3.68 -0.32
O 6.19 2.54 3.45 0.07
C 3.83 2.54 3.33 -0.12
C 2.67 3.32 3.59 0.12
C 1.44 2.80 3.16 -0.09
C 1.35 1.39 2.78 -0.34
O 0.23 0.78 2.77 -0.26
C 2.58 0.76 2.30 -0.07
C 3.81 1.27 2.69 0.10
N 2.46 -0.24 1.26 -0.27
O 3.35 -1.07 1.00 0.12
O 1.43 -0.14 0.51 -0.15
N 0.40 3.62 2.63 -0.25
O -0.34 4.40 3.19 0.09
O -0.03 3.23 1.33 -0.22
H 2.64 4.32 4.05 0.15
H 4.76 0.84 2.33 0.15

***

| no. | strongest force on any atom (Eh/bohr) |
| --- | --- |
| 1 | 0.05810 |
| 2 | 0.02404 |
| 3 | 0.02528 |
| 4 | 0.01057 |
| 5 | 0.04348 |
| 6 | 0.05500 |